Here is the molecule C3H2N2S in a non-equilibrium geometry from OMol25. Energies are from the ωB97M-V functional and the def2-TZVPD basis.

Its energy above the lowest of the compared OMol25 structures with the same formula, charge and spin is 1.0269 eV. Its SMILES is S=C1N=CC=N1. The lowest unoccupied orbital energy comes out at -2.0 eV. For the molar mass, the calculation gives 98.1 Da. The max |F| comes out at 4.8 eV/Å.

The geometry in ORCA input format:
```
! RIJCOSX wB97M-V def2-TZVPD def2/J DEFGRID3
* xyz 0 1
C -1.19405 0.04778 0.04528
C 0.73801 -0.78217 -0.13712
C 0.76250 0.67485 0.02961
H 1.66360 -1.42809 -0.13343
H 1.66563 1.37825 0.00244
N -0.45995 -1.16403 0.17170
N -0.41051 1.28503 0.04748
S -2.76523 -0.01161 -0.02595
*
```